(1)
{"formula": "C4H9OS", "method": "the ωB97M-V functional and the def2-TZVPD basis", "symbols": ["C", "O", "C", "C", "C", "S", "H", "H", "H", "H", "H", "H", "H", "H", "H"], "positions_angstrom": [[-0.103062, -2.195910, -0.083858], [-1.120118, -3.027900, 0.263454], [-0.645721, -0.711827, -0.119236], [0.473244, 0.378374, -0.291304], [-0.090396, 1.681883, 0.095604], [1.046146, 3.147669, -0.054328], [0.176505, -2.545814, -1.104939], [0.707557, -2.192342, 0.700579], [-1.426835, -0.750968, -0.888176], [-1.350913, -0.624760, 0.708182], [1.354946, -0.050114, 0.173999], [0.781181, 0.216679, -1.330736], [-0.351756, 1.726460, 1.154096], [-1.051571, 1.843655, -0.414811], [1.600792, 3.104916, 1.191476]], "forces_ev_per_angstrom": [[-2.112, -0.257, 0.738], [-0.037, -0.123, 0.369], [0.225, -0.822, -0.600], [-1.171, -2.928, -0.990], [0.259, 1.127, 0.810], [-0.038, 0.063, 0.074], [1.154, 0.791, 0.077], [0.400, -0.046, -0.675], [0.498, 0.462, -0.748], [0.744, 0.237, 0.943], [0.171, 0.693, 1.077], [-0.272, 0.998, -0.289], [-0.036, -0.410, -0.017], [0.571, 0.371, -0.194], [-0.356, -0.154, -0.574]], "mulliken_charge": [-0.463, -0.914, -0.803, -0.267, -0.717, -0.286, 0.162, 0.221, 0.325, 0.384, 0.328, 0.250, 0.334, 0.343, 0.104], "e_above_lowest_kcal_mol": 45.5, "e_homo_ev": -2.101, "largest_force_ev_per_a": 3.31, "charge": -1, "multiplicity": 1, "e_tot_ev": -17175.40722, "homo_lumo_gap_ev": 5.0}

(2)
{"formula": "C29H49AsNO5P2SV", "method": "the ωB97M-V functional and the def2-TZVPD basis", "symbols": ["V", "C", "C", "C", "P", "C", "C", "C", "C", "C", "C", "C", "C", "C", "C", "N", "C", "C", "C", "C", "C", "C", "C", "P", "C", "C", "C", "C", "C", "C", "H", "H", "H", "H", "H", "H", "H", "H", "H", "H", "H", "H", "H", "H", "H", "H", "H", "H", "H", "H", "H", "H", "H", "H", "H", "H", "H", "H", "H", "H", "H", "H", "H", "H", "H", "H", "H", "H", "H", "H", "C", "As", "C", "C", "O", "H", "H", "H", "H", "H", "H", "H", "H", "H", "O", "S", "O", "O", "O"], "positions_angstrom": [[-0.716662, -0.161178, -0.559190], [-1.038044, 0.252796, 3.410169], [-1.768526, -1.050871, 3.090422], [-3.266623, -0.922643, 3.346385], [-1.199717, -1.685384, 1.457352], [-2.079828, -3.220146, 0.973598], [-1.333800, -3.927352, -0.154239], [-2.328411, -4.180232, 2.142563], [0.533284, -2.114390, 1.663017], [1.058364, -3.227142, 2.320885], [2.403447, -3.541970, 2.216248], [2.984637, -4.730763, 2.921225], [3.216483, -2.731130, 1.412198], [2.724437, -1.599834, 0.788710], [1.379343, -1.277699, 0.951817], [0.844001, -0.041444, 0.453549], [1.543719, 1.130810, 0.895006], [2.339142, 1.146075, 2.041333], [2.993070, 2.312098, 2.408309], [2.878330, 3.488676, 1.671320], [3.576652, 4.745781, 2.099748], [2.054735, 3.470282, 0.555564], [1.386736, 2.309953, 0.168649], [0.114002, 2.225417, -1.081072], [0.821702, 2.613942, -2.741288], [1.642345, 3.909760, -2.764975], [1.703817, 1.482026, -3.262296], [-1.216155, 3.439595, -0.674574], [-1.104681, 4.814905, -1.331841], [-1.364389, 3.585213, 0.839292], [-1.266938, 0.549537, 4.433840], [0.045726, 0.165849, 3.321957], [-1.388411, 1.045656, 2.750994], [-1.359050, -1.842017, 3.735559], [-3.658640, -0.005092, 2.915587], [-3.850560, -1.748763, 2.949109], [-3.418700, -0.884793, 4.425397], [-3.042110, -2.857698, 0.608055], [-0.410502, -4.379926, 0.207622], [-1.961276, -4.725764, -0.554189], [-1.079863, -3.249477, -0.964007], [-1.422258, -4.723695, 2.408566], [-2.716689, -3.689924, 3.031359], [-3.066049, -4.919618, 1.829590], [0.415642, -3.861175, 2.917879], [2.235346, -5.251213, 3.514200], [3.401963, -5.437103, 2.202568], [3.793715, -4.427548, 3.586061], [4.260836, -2.991261, 1.293296], [3.370228, -0.959836, 0.203333], [2.457266, 0.260132, 2.646297], [3.611871, 2.308059, 3.296876], [4.516164, 4.521428, 2.601195], [3.787162, 5.392912, 1.250065], [2.955338, 5.307261, 2.800093], [1.916224, 4.386555, -0.005605], [-0.054541, 2.736773, -3.390068], [2.572775, 3.774506, -2.213927], [1.904885, 4.126837, -3.800788], [1.119452, 4.774575, -2.370707], [2.590051, 1.370639, -2.633884], [1.195617, 0.523416, -3.277788], [2.042445, 1.721776, -4.270546], [-2.114190, 2.951817, -1.069500], [-0.261375, 5.386162, -0.943875], [-1.034880, 4.771416, -2.417983], [-2.008271, 5.374081, -1.087398], [-0.564660, 4.203434, 1.245754], [-2.312918, 4.078005, 1.053439], [-1.355073, 2.631877, 1.361339], [0.730643, -1.802499, -4.714854], [-0.753744, -1.489186, -3.529700], [-1.784871, -3.094182, -3.438580], [-1.829813, -0.040972, -4.169365], [0.012760, -1.042137, -2.024085], [0.563522, -1.274483, -5.652702], [0.817694, -2.870359, -4.909526], [1.647832, -1.445519, -4.251771], [-2.164408, -3.251262, -4.451232], [-2.606859, -2.988745, -2.739265], [-1.140700, -3.929139, -3.169739], [-1.981806, -0.201294, -5.237943], [-1.296589, 0.899352, -4.028755], [-2.784818, -0.015565, -3.649667], [-2.375683, -1.040217, -1.278548], [-3.376443, -0.090552, -0.576290], [-4.133917, 0.651517, -1.516590], [-2.170397, 0.833808, -0.039309], [-3.999567, -0.731522, 0.530270]], "forces_ev_per_angstrom": [[-0.088, -0.495, 0.255], [0.016, -0.027, 0.035], [0.166, 0.024, -0.022], [0.006, -0.040, -0.075], [0.053, 0.102, -0.182], [-0.077, 0.001, 0.040], [0.022, -0.062, 0.040], [0.033, -0.019, 0.023], [0.025, -0.025, -0.071], [-0.137, -0.003, -0.037], [0.107, 0.022, -0.042], [0.010, -0.041, 0.016], [-0.054, 0.050, -0.050], [-0.016, -0.122, 0.119], [0.125, 0.186, -0.039], [-0.083, 0.190, -0.195], [0.025, 0.004, -0.005], [0.042, 0.065, -0.102], [-0.039, -0.141, -0.010], [0.037, 0.028, 0.049], [0.015, 0.006, 0.005], [-0.131, -0.026, -0.130], [0.026, 0.086, 0.078], [-0.170, -0.163, 0.183], [0.001, -0.044, -0.055], [0.033, 0.010, 0.044], [0.001, -0.045, 0.032], [-0.039, 0.003, -0.123], [-0.053, 0.027, -0.007], [-0.001, 0.025, 0.024], [0.006, -0.011, 0.004], [-0.021, -0.003, -0.006], [0.016, 0.058, -0.018], [-0.020, -0.010, -0.013], [-0.012, 0.011, -0.038], [-0.007, -0.027, -0.003], [0.000, 0.017, 0.009], [0.016, 0.015, 0.006], [0.012, -0.015, 0.022], [0.001, 0.019, -0.004], [0.017, 0.040, 0.004], [-0.024, 0.006, 0.013], [-0.041, 0.017, 0.036], [0.003, -0.007, -0.005], [0.010, 0.010, -0.007], [-0.002, 0.000, 0.001], [0.009, -0.008, 0.005], [0.008, 0.000, 0.003], [0.018, 0.010, -0.007], [0.034, 0.027, 0.009], [0.013, -0.059, 0.026], [-0.005, -0.026, 0.016], [0.010, 0.004, 0.006], [-0.003, 0.007, -0.006], [0.000, 0.001, 0.007], [-0.011, -0.015, -0.016], [0.009, -0.007, 0.041], [0.014, 0.007, 0.006], [0.012, -0.005, -0.011], [0.063, -0.034, -0.029], [0.004, 0.000, 0.005], [0.000, 0.025, 0.004], [0.013, 0.007, -0.004], [0.038, -0.006, 0.031], [-0.006, 0.005, 0.023], [-0.025, -0.010, 0.018], [-0.016, 0.002, 0.003], [0.023, 0.020, 0.015], [0.000, -0.010, 0.011], [-0.012, -0.008, 0.003], [-0.068, -0.003, 0.043], [0.120, 0.035, 0.067], [0.048, -0.045, -0.144], [0.071, -0.015, -0.081], [-0.322, 0.183, 0.122], [-0.011, -0.009, 0.016], [-0.041, 0.015, 0.018], [-0.049, 0.007, 0.031], [0.000, -0.003, 0.022], [0.012, 0.054, -0.009], [0.000, 0.028, 0.002], [-0.029, 0.010, 0.024], [0.027, -0.058, 0.015], [0.017, -0.023, 0.040], [-0.114, -0.043, 0.089], [0.740, 0.031, -0.128], [-0.077, 0.039, -0.060], [-0.237, 0.068, 0.040], [-0.081, 0.105, -0.065]], "mulliken_charge": [0.239, -1.313, 0.331, -1.722, 0.864, 0.793, -1.354, -1.566, 0.623, -0.539, 0.407, -1.659, -0.857, -0.771, -0.562, 1.658, -0.104, -0.563, -0.981, 0.297, -1.738, -0.553, -0.288, 0.979, 0.475, -1.833, -1.347, 0.829, -1.654, -1.573, 0.591, 0.145, 0.039, 0.858, 0.368, 0.366, 0.498, 0.750, 0.319, 0.569, -0.093, 0.328, 0.426, 0.473, 0.272, 0.367, 0.379, 0.381, 0.484, 0.633, 0.434, 0.500, 0.424, 0.396, 0.332, 0.487, 0.574, 0.428, 0.493, 0.374, 0.318, -0.197, 0.570, 0.374, 0.310, 0.423, 0.498, 0.376, 0.464, 0.168, -1.147, 0.756, -1.248, -0.964, -0.295, 0.429, 0.467, 0.345, 0.558, 0.307, 0.417, 0.570, 0.116, 0.336, -0.729, 1.233, -0.679, -0.248, -0.642], "e_homo_ev": [-13.530, -13.533], "largest_force_ev_per_a": 0.75, "charge": 2, "multiplicity": 1, "e_tot_ev": -158523.51628, "homo_lumo_gap_ev": [6.3, 6.3]}